Record 1
104
Properties=species:S:1:pos:R:3 method="wB97M-V/def2-TZVPD" charge=-2 e_homo_ev=-1.81 lumo_energy_ev=2.963 spin_multiplicity=1 gap_ev=4.770 relative_energy_kcal_mol=4.6
Rb 1.13 0.38 -0.28
Cl 3.17 -8.50 -2.31
C 2.47 -6.98 -1.83
C 3.30 -5.93 -1.48
C 2.73 -4.72 -1.10
C 1.34 -4.55 -1.05
C 0.54 -5.64 -1.41
C 1.09 -6.85 -1.79
C 0.73 -3.26 -0.64
C 0.89 -2.90 0.72
C 1.61 -3.68 1.71
C 1.57 -2.97 2.86
C 0.80 -1.77 2.58
C 0.56 -0.72 3.50
C 1.02 -0.95 4.90
C 0.50 -1.99 5.66
C 0.91 -2.22 6.96
C 1.86 -1.37 7.52
Cl 2.38 -1.64 9.17
C 2.39 -0.32 6.79
C 1.97 -0.12 5.49
C -0.09 0.50 3.23
N -0.54 0.90 2.02
C -1.18 2.07 2.20
C -1.87 2.79 1.20
C -2.58 4.02 1.65
C -1.88 5.18 1.98
C -2.55 6.33 2.41
C -3.93 6.30 2.50
Cl -4.77 7.74 3.04
C -4.65 5.17 2.18
C -3.97 4.04 1.76
C -2.03 2.43 -0.15
C -2.91 3.12 -1.09
C -2.86 2.41 -2.24
C -1.96 1.29 -2.00
N -1.46 1.37 -0.74
C -1.74 0.25 -2.90
C -1.05 -0.97 -2.66
C -0.68 -1.94 -3.68
C 0.01 -2.91 -3.05
C 0.05 -2.54 -1.64
N -0.60 -1.38 -1.46
C -2.34 0.39 -4.26
C -3.30 -0.51 -4.70
C -3.88 -0.40 -5.95
C -3.49 0.64 -6.78
Cl -4.22 0.80 -8.36
C -2.54 1.56 -6.37
C -1.97 1.43 -5.12
C -1.14 2.46 3.61
C -0.45 1.48 4.25
N 0.41 -1.77 1.29
H 4.37 -6.05 -1.52
H 3.36 -3.88 -0.84
H -0.54 -5.52 -1.38
H 0.46 -7.69 -2.07
H 2.10 -4.63 1.55
H 2.03 -3.24 3.80
H -0.24 -2.64 5.21
H 0.50 -3.03 7.55
H 3.14 0.32 7.24
H 2.39 0.69 4.91
H -0.80 5.19 1.90
H -2.00 7.23 2.66
H -5.73 5.17 2.26
H -4.52 3.14 1.50
H -3.49 4.01 -0.89
H -3.42 2.60 -3.14
H -0.88 -1.87 -4.74
H 0.48 -3.78 -3.51
H -3.60 -1.31 -4.03
H -4.63 -1.10 -6.29
H -2.24 2.36 -7.04
H -1.22 2.14 -4.79
H -1.58 3.33 4.05
H -0.24 1.43 5.30
Se -6.69 -1.97 -1.79
N -6.30 -3.05 -0.41
C -5.20 -2.57 0.12
C -4.52 -3.14 1.25
C -3.39 -2.51 1.67
C -2.91 -1.33 0.99
N -3.48 -0.82 -0.04
C -4.63 -1.39 -0.51
N -5.27 -0.91 -1.55
H -4.91 -4.03 1.72
H -2.82 -2.88 2.51
H -1.98 -0.87 1.33
C 7.86 1.74 -2.15
Si 6.47 3.00 -1.85
C 6.32 4.02 -3.44
C 7.11 4.18 -0.51
C 4.94 2.18 -1.40
C 3.89 1.60 -1.10
H 8.80 2.22 -2.44
H 7.57 1.05 -2.95
H 8.04 1.15 -1.25
H 7.28 4.46 -3.73
H 5.59 4.82 -3.32
H 5.97 3.38 -4.25
H 8.06 4.62 -0.81
H 7.25 3.64 0.43
H 6.39 4.98 -0.33

Record 2
117
Properties=species:S:1:pos:R:3 method="wB97M-V/def2-TZVPD" charge=-1 e_homo_ev=-5.33 lumo_energy_ev=-0.263 spin_multiplicity=1 gap_ev=5.071 relative_energy_kcal_mol=0.0
O -1.85 1.62 -4.20
V -1.39 1.79 -2.67
O -2.71 1.43 -1.77
O 0.51 5.18 -0.97
V -0.60 4.45 -0.10
O -0.08 4.25 1.38
O 3.43 -2.30 4.21
V 3.55 -2.22 2.63
O 4.97 -2.74 2.24
C -3.14 4.95 -3.57
C -2.44 4.84 -2.35
C -2.60 6.03 -1.33
O -2.12 5.92 -0.14
C -3.42 7.11 -1.66
C -4.10 7.16 -2.87
C -3.96 6.04 -3.85
O -4.52 6.06 -4.96
O -4.84 8.14 -3.10
O -1.69 3.85 -2.07
H -2.97 4.18 -4.30
H -3.42 7.88 -0.91
C 1.33 1.06 0.84
C 2.10 -0.09 1.17
C 2.12 -1.26 0.16
O 2.77 -2.25 0.57
C 1.40 -1.15 -1.04
C 0.74 0.03 -1.34
C 0.71 1.17 -0.37
O -0.02 2.19 -0.60
O 0.26 0.19 -2.51
O 2.52 -0.31 2.32
H 1.16 1.80 1.62
H 1.51 -1.95 -1.76
F 5.01 -0.33 3.32
C 5.40 0.53 4.30
C 4.55 1.60 4.54
C 4.85 2.42 5.63
C 6.05 2.26 6.30
C 6.88 1.19 6.00
C 6.55 0.28 5.00
H 3.65 1.65 3.94
H 4.16 3.20 5.94
H 6.33 2.93 7.11
H 7.75 0.97 6.61
H 7.12 -0.63 4.87
F 1.12 -2.57 3.04
C 0.01 -3.34 2.87
C -0.48 -4.00 3.97
C -1.55 -4.89 3.86
C -2.02 -5.21 2.59
C -1.51 -4.56 1.47
C -0.49 -3.63 1.62
H 0.05 -3.88 4.91
H -2.05 -5.34 4.70
H -2.82 -5.94 2.56
H -1.81 -4.84 0.47
H -0.06 -3.17 0.73
F 5.15 1.40 -6.71
C 4.55 0.26 -6.33
C 3.70 0.28 -5.24
C 2.97 -0.85 -4.94
C 3.20 -2.03 -5.63
C 4.09 -2.03 -6.72
C 4.71 -0.87 -7.14
H 3.57 1.15 -4.61
H 2.30 -0.83 -4.09
H 2.68 -2.95 -5.42
H 4.17 -2.97 -7.25
H 5.43 -0.95 -7.94
F -0.54 4.41 5.66
C -0.01 3.20 5.86
C 0.67 2.89 7.03
C 1.34 1.70 7.21
C 1.29 0.77 6.17
C 0.63 1.05 4.98
C -0.02 2.25 4.84
H 0.56 3.61 7.84
H 1.79 1.35 8.13
H 1.70 -0.23 6.31
H 0.64 0.35 4.15
H -0.47 2.55 3.90
F -2.15 -1.89 -7.22
C -2.63 -2.08 -5.97
C -1.76 -1.85 -4.93
C -2.21 -2.05 -3.63
C -3.54 -2.35 -3.35
C -4.40 -2.57 -4.41
C -3.92 -2.49 -5.73
H -0.74 -1.52 -5.07
H -1.54 -1.90 -2.80
H -3.80 -2.45 -2.30
H -5.48 -2.64 -4.30
H -4.65 -2.70 -6.50
F -2.31 -6.73 -1.39
C -1.20 -6.46 -2.10
C -0.75 -5.16 -2.19
C 0.43 -4.90 -2.88
C 1.05 -5.93 -3.57
C 0.63 -7.25 -3.45
C -0.50 -7.49 -2.71
H -1.17 -4.37 -1.58
H 0.76 -3.88 -3.00
H 1.92 -5.68 -4.16
H 1.19 -8.02 -3.97
H -0.93 -8.48 -2.58
F -2.37 3.12 0.68
C -3.52 3.23 1.39
C -4.49 2.28 1.15
C -5.63 2.29 1.94
C -5.92 3.38 2.75
C -4.95 4.36 2.95
C -3.75 4.27 2.26
H -4.29 1.50 0.42
H -6.40 1.54 1.82
H -6.81 3.38 3.35
H -5.10 5.19 3.62
H -3.04 5.08 2.34